Computed, not measured: a structure of composition C28H28CeF5N6S, with ωB97M-V/def2-TZVPD.

Positions of all 69 atoms, in Å:
Ce: 0.1202 0.4763 -0.0977
C: 2.0930 -2.2852 0.6664
C: 0.8471 -2.7069 1.4294
N: -0.1491 -1.6139 1.5578
C: -1.5448 -2.0880 1.5132
C: -1.8989 -2.8014 0.2061
S: -1.1959 -2.0869 -1.3149
C: 0.2119 -3.1698 -1.7211
C: 1.5410 -2.4325 -1.7698
N: 1.8076 -1.5811 -0.6016
H: 2.6740 -1.5973 1.2799
H: 2.7204 -3.1669 0.4957
H: 0.3618 -3.5479 0.9436
H: 1.1453 -3.0728 2.4146
H: -0.0010 -1.1573 2.4560
H: -1.7700 -2.7700 2.3399
H: -2.1927 -1.2174 1.6426
H: -1.6120 -3.8518 0.2165
H: -2.9816 -2.7953 0.0834
H: 0.2171 -3.9949 -1.0129
H: 0.0123 -3.6067 -2.6985
H: 2.3359 -3.1732 -1.9140
H: 1.5599 -1.7829 -2.6483
H: 2.6345 -1.0315 -0.8212
C: -0.1376 4.4148 2.6886
C: 0.2045 3.3901 1.8017
N: -0.6796 2.5820 1.2356
C: -1.9961 2.7749 1.5154
C: -2.4295 3.7678 2.4014
C: -1.4581 4.5937 2.9976
C: -3.8289 3.9396 2.6705
C: -4.7453 3.1752 2.0481
C: -4.3383 2.1737 1.1040
C: -5.2786 1.4059 0.3950
C: -4.8457 0.4925 -0.5286
C: -3.4695 0.3311 -0.7089
N: -2.5502 1.0094 -0.0383
C: -2.9777 1.9502 0.8476
H: 0.6390 5.0335 3.1142
H: 1.2438 3.2168 1.5534
H: -1.7689 5.3681 3.6878
H: -4.1278 4.7056 3.3739
H: -5.8030 3.3060 2.2350
H: -6.3357 1.5572 0.5752
H: -5.5360 -0.0983 -1.1135
H: -3.1132 -0.3834 -1.4413
C: -1.3048 0.8409 -4.0136
C: -0.2415 1.7423 -3.4962
N: 0.3064 1.7161 -2.2881
C: 1.2184 2.7670 -2.2480
C: 1.2176 3.4098 -3.4372
N: 0.2913 2.7470 -4.2107
H: -1.4332 -0.0112 -3.3486
H: -1.0506 0.4600 -5.0026
H: -2.2593 1.3644 -4.0864
H: 1.8315 2.9650 -1.3835
H: 1.7785 4.2507 -3.8034
H: 0.0473 2.9740 -5.1620
F: 1.2153 0.7623 2.9988
C: 2.3928 0.9511 2.3095
C: 2.3550 0.9709 0.9356
C: 3.5827 1.1227 0.3330
F: 3.6565 1.0932 -1.0287
C: 4.7756 1.2722 1.0222
F: 5.9313 1.4182 0.3896
C: 4.7455 1.2600 2.4109
F: 5.8645 1.3972 3.0987
C: 3.5362 1.0903 3.0748
F: 3.5023 1.0583 4.4009

Its orbital gap (spin up / spin down) is 8.090 / 8.105 eV. The expectation value of S² is 0.75. Its energy relative to the best compared isomer or geometry (same formula, charge and spin) is 0.0 kcal/mol. The spin multiplicity is 2. For the maximum force, the calculation gives 0.009 hartree/bohr. As for the LUMO energy (spin up / spin down): -5.86 / -5.84 eV. The calculation puts the total energy at -75772.639 eV. Its total charge is +2.